No. 1
ORCA calculation (ωB97M-V with the def2-TZVPD basis set) on a molecular structure, C32H33AsN2O4RuSSe3 in a non-equilibrium geometry.

For the gap between HOMO and LUMO (alpha / beta), the calculation gives 6.86 / 5.99 eV. As for the spin multiplicity: 5. The calculation puts the relative energy (zero: lowest compared OMol25 entry of this formula, charge and spin) at 0.4113 eV.

Last column: Löwdin spin population.
Geometry (Å):
1 H 3.51 -0.05 -2.74  0.01
2 C -1.81 -5.01 -0.91  0.01
3 O -1.51 1.60 2.56  0.02
4 C 4.45 0.49 -2.64  0.02
5 C -4.10 -5.53 -1.46  0.01
6 Ru 0.35 0.03 -0.05  2.31
7 C 4.09 -0.40 2.31  0.02
8 H 4.22 1.56 -2.71  0.00
9 C 4.31 0.14 -0.16  0.06
10 H 3.06 -0.66 2.07  0.01
11 H -2.85 -0.45 -3.10  0.00
12 H 0.82 3.32 -1.31  0.00
13 H 2.43 -5.43 2.29  0.00
14 C -2.77 -5.90 -1.37  0.00
15 Se -1.59 1.77 1.00  0.00
16 H 3.86 -3.21 -1.08  0.00
17 Se -0.05 0.15 -2.57  0.04
18 C 0.99 -4.19 1.31  0.00
19 C -2.18 -1.71 4.62  0.00
20 H 4.28 -4.79 0.77  0.00
21 C -1.24 1.58 -2.39  0.01
22 C -1.49 -2.15 1.94  0.04
23 N -2.58 1.48 -2.38  0.00
24 C 3.06 -3.49 -0.41  0.00
25 C 5.08 0.19 -1.33  0.01
26 C 0.76 -3.30 0.28  0.02
27 C 4.89 -0.24 1.05  0.01
28 H 8.83 -1.38 0.56  0.00
29 O -2.71 2.78 0.51  0.01
30 C -3.31 0.24 -2.38  0.00
31 H -3.25 -3.37 1.86  0.00
32 H 5.11 0.22 -3.47  0.00
33 H -2.46 -1.53 5.64  0.00
34 H 9.01 -0.40 -0.91  0.00
35 O -1.84 0.29 0.26  0.07
36 H 8.96 0.36 0.68  0.00
37 H 4.08 0.53 2.88  0.00
38 C -2.06 3.60 -2.28  0.00
39 H -4.35 0.43 -2.65  0.00
40 C 6.26 -0.46 1.09  0.00
41 H -0.77 -5.30 -0.84  0.00
42 C 7.06 -0.32 -0.03  0.00
43 C 8.55 -0.45 0.08  0.00
44 As -0.94 -2.32 0.08  0.13
45 H 0.19 -4.46 1.99  0.00
46 C -2.97 -2.51 3.80  0.03
47 H -2.05 4.67 -2.18  0.00
48 C -3.53 -3.35 -0.64  0.01
49 C 0.43 3.39 -2.33  0.00
50 C -4.48 -4.25 -1.10  0.00
51 C 3.29 -4.37 0.63  0.00
52 H 1.07 2.80 -3.00  0.00
53 H 6.71 -0.72 2.04  0.00
54 C -3.10 2.73 -2.28  0.00
55 H 4.50 -1.18 2.93  0.00
56 C -2.19 -3.73 -0.51  0.05
57 H -3.88 -2.96 4.19  0.00
58 H -5.51 -3.95 -1.18  0.00
59 C 2.26 -4.73 1.48  0.00
60 O -0.14 2.24 0.36  0.15
61 H -3.27 -0.20 -1.39  0.00
62 H -4.15 2.91 -2.18  0.00
63 H -0.44 -0.46 4.70  0.00
64 H -4.83 -6.23 -1.82  0.00
65 S 0.66 -0.45 2.16  0.37
66 C 1.79 -2.95 -0.59  0.01
67 C -1.05 -1.12 4.10  0.03
68 N -0.91 2.88 -2.36  0.00
69 C -2.62 -2.74 2.48  0.00
70 H 0.42 4.43 -2.65  0.00
71 C 6.45 -0.04 -1.24  0.00
72 H -2.47 -6.90 -1.66  0.00
73 H -3.81 -2.34 -0.36  0.00
74 H 7.05 0.03 -2.14  0.00
75 H 1.60 -2.26 -1.41  0.01
76 C -0.72 -1.32 2.76  0.03
77 Se 2.51 0.89 -0.22  0.44

=====

No. 2
ORCA calculation (ωB97M-V with the def2-TZVPD basis set) on 11 unconnected molecules or ions with the total composition C32H33BrF15NO33SSi in a non-equilibrium geometry.

The SMILES is N[Si@@](O)(Br)S(=O)(=O)C(F)(F)C(F)(F)F.O=C1OC[C@@H](F)O1.O=C1OC[C@@H](F)O1.O=C1OC[C@@H](F)O1.O=C1OC[C@@H](F)O1.O=C1OC[C@@H](F)O1.O=C1OC[C@@H](F)O1.O=C1OC[C@@H](F)O1.O=C1OC[C@@H](F)O1.O=C1OC[C@@H](F)O1.O=C1OC[C@@H](F)O1. For the gap between HOMO and LUMO, the calculation gives 10.91 eV.

Last column: Mulliken charge in e.
Geometry (Å):
1 C -0.17 -0.77 -3.22  0.71
2 H -5.42 -1.97 11.39  0.30
3 C 2.45 -7.94 -10.53  -0.46
4 O 8.38 -3.04 -6.81  -0.48
5 H 2.53 3.62 6.95  0.30
6 O -0.03 -1.94 -9.66  -0.28
7 O -3.77 6.49 5.08  -0.32
8 O -4.81 8.96 6.89  -0.21
9 H 10.80 -3.37 -10.25  0.30
10 C -3.07 4.83 6.49  0.92
11 O 3.33 -6.87 -10.91  -0.33
12 C 2.35 3.89 5.91  -0.31
13 H 5.72 -4.55 -8.66  0.29
14 F 5.71 -5.49 -6.89  -0.35
15 O -2.67 -4.12 9.41  -0.51
16 C 8.63 -3.26 -10.16  0.29
17 O -0.85 0.34 -3.63  -0.31
18 H 0.62 4.39 4.69  0.21
19 C -2.58 -3.71 8.30  0.56
20 H -4.05 -4.66 11.97  0.27
21 Br -2.61 -0.91 0.94  -0.26
22 H -3.77 -2.03 6.46  0.34
23 H -6.34 11.70 7.59  0.28
24 F -0.57 0.12 5.39  -0.37
25 C 5.23 -4.51 -7.69  0.50
26 C 0.07 0.64 3.18  0.35
27 C -0.98 -0.02 4.15  0.87
28 H -2.08 4.54 6.17  -0.12
29 H 2.61 -8.18 -9.48  0.28
30 C 5.30 -3.17 -7.03  -0.37
31 H 5.19 -3.24 -5.95  0.32
32 O 0.00 -1.05 -2.08  -0.56
33 C 9.96 -3.80 -9.71  -0.47
34 O 7.84 -3.37 -8.98  -0.20
35 O -1.10 3.02 2.93  -0.63
36 H -4.64 11.46 8.06  0.28
37 H 2.63 -8.83 -11.13  0.28
38 H 2.55 -1.08 -8.95  -0.12
39 C 2.63 -5.72 -10.81  0.62
40 H 1.69 -2.56 -10.68  -0.06
41 C -3.21 -2.96 6.30  0.32
42 O 0.82 0.03 -8.98  -0.35
43 H 8.65 -2.22 -10.49  0.27
44 C -0.24 -0.88 -5.46  0.01
45 F 0.09 3.99 6.59  -0.33
46 C 8.71 -3.26 -7.92  0.63
47 H -4.12 6.62 7.12  -0.03
48 F 0.97 1.25 3.97  -0.26
49 H 0.77 -1.24 -11.44  0.35
50 O -5.62 -2.90 15.05  -0.49
51 F -4.32 10.79 5.67  -0.27
52 C 2.51 6.12 5.70  0.54
53 C -0.20 -0.88 -8.85  0.67
54 O -1.11 -0.74 -8.10  -0.53
55 C -5.29 10.21 6.41  0.27
56 Si -2.18 1.28 0.64  0.57
57 O 3.21 4.97 5.54  -0.33
58 F -1.58 1.07 -5.64  -0.27
59 C -5.44 -3.02 11.69  0.34
60 C 1.00 4.49 5.71  0.50
61 H -3.40 2.61 1.84  0.30
62 O 9.99 -3.43 -8.33  -0.36
63 H 0.72 -7.45 -11.80  0.29
64 O 2.97 7.21 5.57  -0.49
65 O 1.20 5.86 6.01  -0.31
66 O -4.04 -3.24 13.48  -0.33
67 O -1.52 -3.01 7.83  -0.33
68 C -4.10 -3.58 12.09  -0.25
69 C -0.51 0.53 -5.00  0.30
70 O 1.32 -5.96 -10.51  -0.23
71 C -4.25 5.30 4.65  0.69
72 C 1.86 -0.66 -9.67  0.95
73 H -0.98 2.20 -1.01  0.31
74 F -1.05 -1.30 3.89  -0.20
75 F 0.17 -7.80 -9.90  -0.29
76 F -6.02 -3.75 10.71  -0.29
77 O -4.78 5.12 3.61  -0.55
78 C -5.31 -3.09 13.92  0.58
79 F -3.57 -3.50 5.11  -0.29
80 C -3.33 6.31 6.44  -0.24
81 F -3.32 4.33 7.72  -0.31
82 H 2.51 3.02 5.28  0.19
83 H -1.25 0.63 -1.33  0.08
84 H -3.27 -3.13 11.54  0.20
85 O 3.83 -4.70 -7.87  -0.35
86 F 0.74 -0.26 2.53  -0.23
87 O 3.09 -4.64 -10.95  -0.49
88 N -1.71 1.48 -1.00  -0.34
89 H -2.44 6.90 6.64  0.38
90 F -2.17 0.51 4.09  -0.20
91 C 1.11 -1.66 -10.49  -0.20
92 C 3.29 -3.46 -7.99  0.59
93 S -0.62 1.97 2.06  1.18
94 F 8.08 -4.03 -11.12  -0.29
95 O -4.03 4.32 5.58  -0.36
96 O -6.20 -3.16 12.88  -0.33
97 O 4.15 -2.50 -7.58  -0.36
98 O 2.20 -3.24 -8.40  -0.41
99 H -1.14 -1.40 -5.76  0.31
100 O -5.43 7.72 8.68  -0.49
101 O -5.91 9.92 8.59  -0.36
102 F 2.52 0.23 -10.46  -0.32
103 O -3.52 2.17 0.98  -0.39
104 O -3.52 -3.88 7.34  -0.32
105 H -1.36 -1.85 6.11  -0.45
106 H -6.17 10.05 5.80  0.29
107 C -1.72 -2.82 6.43  0.33
108 O 0.45 2.42 1.22  -0.71
109 O 0.29 -1.48 -4.26  -0.36
110 C -5.39 8.77 8.11  0.64
111 H 0.48 -0.92 -6.27  -0.18
112 H 0.34 1.21 -5.08  0.30
113 H -1.18 -3.60 5.88  0.30
114 H 10.01 -4.89 -9.79  0.29
115 H 6.21 -2.64 -7.26  0.13
116 C 1.09 -7.33 -10.78  0.29
117 C -5.54 10.97 7.69  -0.44

=====

No. 3
ORCA calculation (ωB97M-V with the def2-TZVPD basis set) on a molecular structure, C32H33F6N6O11S3Ti in a non-equilibrium geometry.

Its charge is -1. For the gap between HOMO and LUMO (alpha / beta), the calculation gives 5.67 / 6.16 eV. The calculation puts the relative energy (zero: lowest compared OMol25 entry of this formula, charge and spin) at 1.5692 eV.

Last column: Mulliken charge in e.
Geometry (Å):
1 N -1.42 -1.83 -0.63  0.35
2 F 3.10 4.56 3.14  -0.26
3 H -2.16 2.50 1.07  0.08
4 N 0.24 -1.28 1.12  0.73
5 H 4.81 0.87 0.56  0.45
6 C 3.22 -3.99 -1.05  -0.23
7 C 2.10 -3.22 -0.80  0.25
8 O 0.04 -1.66 3.73  -0.12
9 H 4.57 -0.65 -0.39  0.36
10 H 5.13 2.38 -1.72  0.34
11 S 3.18 1.16 -1.15  1.28
12 C -2.62 -1.93 0.06  0.46
13 C 0.46 2.21 2.39  -0.97
14 C -2.69 1.59 0.79  -0.88
15 H -3.72 -1.11 -1.58  0.42
16 O 4.35 3.89 0.15  -0.65
17 C 0.58 5.10 -2.35  0.27
18 H 0.27 2.84 4.42  0.46
19 N 0.76 -1.17 -1.25  1.55
20 H -2.97 1.20 -5.11  0.43
21 C 2.80 5.04 1.92  0.60
22 C 0.18 0.70 4.23  -0.58
23 C -2.76 -2.55 1.32  0.40
24 H -0.57 -1.60 5.72  0.39
25 C -5.04 -1.60 0.04  -0.77
26 H -0.08 -2.09 1.61  0.54
27 O 0.75 1.38 0.19  0.35
28 C 0.26 -1.94 5.10  -1.35
29 H -2.54 -4.72 2.82  0.49
30 C 4.49 1.68 -2.25  -1.28
31 F -0.57 5.01 -3.04  -0.23
32 C 0.26 -4.64 -0.50  -0.61
33 C -2.67 1.46 -0.68  -0.56
34 O 1.17 -3.71 0.09  -0.34
35 H -6.10 -2.17 1.82  0.39
36 C -2.09 1.13 -2.74  -0.63
37 O -1.44 0.70 -4.97  -0.93
38 C -1.78 -3.95 2.98  -1.41
39 H -0.73 -4.46 -0.08  -0.02
40 H 0.58 -5.67 -0.28  0.29
41 H 0.07 0.53 5.30  0.44
42 F 1.60 5.04 -3.22  -0.23
43 H 5.03 -4.22 -2.19  0.37
44 H 0.22 -4.51 -1.58  0.35
45 N -1.67 1.05 -1.42  1.63
46 C -4.00 -2.60 1.94  -0.63
47 O -0.61 3.72 -0.52  -0.71
48 H 2.54 -0.87 -3.16  0.57
49 H -4.08 -3.06 2.92  0.46
50 C 1.88 -2.00 -1.48  -0.08
51 H -4.62 2.10 -1.21  0.29
52 H 4.56 -2.21 -3.58  0.41
53 C -4.36 1.71 -3.87  0.43
54 C -0.13 -1.26 -0.25  -1.32
55 C -1.12 0.71 -3.80  0.79
56 C 4.08 0.21 0.08  -0.97
57 O -1.64 -3.14 1.83  0.12
58 H 5.06 0.82 -2.62  0.37
59 O -3.94 1.50 -5.09  -0.57
60 C 3.89 -2.48 -2.77  -0.66
61 H 0.34 -3.02 5.18  0.26
62 H 3.34 -0.13 0.80  0.00
63 H 4.00 2.18 -3.09  0.33
64 H 3.35 -4.91 -0.49  0.41
65 Ti 0.35 0.74 -1.50  -1.24
66 H -2.03 -3.36 3.86  0.36
67 H 1.18 -1.48 5.45  0.54
68 H -1.55 -1.74 -1.62  0.53
69 O -5.49 2.02 -3.61  -0.65
70 H -5.93 -1.26 -0.49  0.43
71 H 0.54 3.21 1.99  0.87
72 C -3.80 -1.51 -0.57  -0.47
73 S 2.99 3.62 0.66  0.65
74 F 0.61 6.28 -1.75  -0.21
75 C 0.31 -0.16 1.95  -0.94
76 H -0.81 -4.42 3.12  0.26
77 C 4.15 -3.61 -2.01  -0.68
78 F 3.65 6.02 1.64  -0.22
79 H -3.71 1.63 1.16  0.58
80 C -3.37 1.54 -2.78  0.79
81 C 2.77 -1.70 -2.52  -0.90
82 O 0.85 2.59 -2.16  -1.06
83 S 0.68 3.70 -1.16  1.40
84 N -3.71 1.75 -1.48  0.20
85 C 0.30 2.00 3.74  -1.34
86 C -5.14 -2.11 1.32  -1.05
87 H -2.17 0.75 1.24  -0.21
88 O 0.00 0.31 -3.33  -0.34
89 C 0.19 -0.36 3.34  1.11
90 C 0.51 1.14 1.49  0.27
91 F 1.56 5.55 1.98  -0.21
92 N 1.90 4.24 -0.39  -0.57

=====

No. 4
ORCA calculation (ωB97M-V with the def2-TZVPD basis set) on a molecular structure, C32H33FN8O7Ti in a non-equilibrium geometry.

Its charge is +1. For the gap between HOMO and LUMO (alpha / beta), the calculation gives 6.71 / 8.44 eV. As for the spin multiplicity: 2. The calculation puts the relative energy (zero: lowest compared OMol25 entry of this formula, charge and spin) at 0.7656 eV.

Last column: Löwdin spin population.
Geometry (Å):
1 C -1.08 -1.52 1.28  0.01
2 O -1.02 4.44 -0.46  0.00
3 O -1.40 0.77 -2.11  0.03
4 H -3.11 -2.06 -0.70  0.00
5 C 2.12 1.81 -2.65  0.01
6 H 6.68 -2.42 2.28  0.00
7 C 5.31 -3.33 3.67  0.00
8 H -1.67 -2.95 2.74  0.00
9 H 6.94 -4.15 2.51  0.00
10 C 0.74 3.24 -1.50  0.01
11 C 6.17 -3.38 2.43  0.00
12 N -0.66 2.22 0.15  0.00
13 H 2.38 0.78 -2.90  0.00
14 C -5.03 3.35 -1.52  0.00
15 O -3.15 1.47 -3.28  0.00
16 H -3.73 3.86 -2.97  0.00
17 N -5.50 2.34 -2.22  0.00
18 C -1.60 2.11 1.14  0.00
19 C 2.30 -0.27 3.17  0.00
20 C -2.42 -0.98 3.17  0.01
21 N -4.15 4.16 -2.10  0.00
22 C 2.24 -0.69 0.74  0.01
23 C 2.61 -1.58 -0.30  0.00
24 C 6.17 -3.70 -0.06  0.00
25 C -6.28 1.19 -1.76  0.00
26 H -5.12 -1.56 -1.55  0.00
27 H 4.83 -4.30 3.83  0.00
28 O -2.28 2.98 1.67  0.00
29 N 1.12 1.99 -1.79  0.00
30 H 0.99 5.33 -1.77  0.00
31 H 7.09 -4.25 0.15  0.00
32 H 3.93 -3.10 -0.90  0.00
33 O 1.46 0.29 0.57  0.00
34 H 1.56 0.50 3.03  0.00
35 H 4.11 -1.79 5.58  0.00
36 C 3.61 -2.49 -0.07  0.00
37 Ti 0.00 0.48 -0.77  0.86
38 H 5.91 -3.12 4.56  0.00
39 H -6.04 0.94 -0.72  0.00
40 C -3.46 -0.29 -1.65  0.00
41 H -6.81 -0.62 -2.78  0.00
42 F 2.32 0.04 5.49  0.00
43 C 3.77 -1.97 2.22  0.00
44 O 0.76 -1.00 -1.64  0.00
45 H 5.69 -4.20 -0.90  0.00
46 H -5.78 0.46 -3.69  0.00
47 C 2.79 2.87 -3.24  0.00
48 H -6.10 3.00 0.17  0.00
49 H -3.74 0.26 -0.74  0.00
50 H 3.59 2.67 -3.93  0.00
51 H 2.92 5.01 -3.36  0.00
52 C -2.63 0.72 -2.44  0.00
53 C 1.36 4.35 -2.04  0.00
54 N -1.10 -0.25 0.85  0.00
55 C -1.73 0.67 1.60  0.01
56 H -7.35 1.42 -1.81  0.00
57 H -3.58 4.80 -1.56  0.00
58 C 2.41 4.16 -2.92  0.01
59 C 1.94 -1.58 -1.64  0.00
60 C 3.76 -1.58 4.58  0.00
61 C 5.32 -3.68 1.20  0.00
62 H 4.84 -4.65 1.34  0.00
63 H -2.92 1.13 3.30  0.00
64 C -1.72 -1.92 2.43  0.00
65 H -0.55 -2.22 0.64  0.00
66 C 2.79 -0.97 2.06  0.00
67 H 6.45 -2.69 -0.36  0.00
68 C -2.42 0.34 2.75  0.00
69 C 4.26 -2.27 3.51  0.00
70 N 4.23 -2.67 1.10  0.01
71 H -2.95 -1.27 4.07  0.00
72 H -4.46 -1.44 -3.17  0.00
73 C -4.75 -0.85 -2.29  0.00
74 H -2.15 -1.83 -2.00  0.00
75 C 2.78 -0.59 4.40  0.00
76 C -0.42 3.39 -0.54  0.00
77 N -2.58 -1.36 -1.21  0.00
78 H -4.92 4.24 0.30  0.00
79 C -5.94 0.04 -2.70  0.00
80 H -4.98 2.13 -3.08  0.00
81 O 2.45 -2.10 -2.60  0.00
82 N -5.46 3.62 -0.28  0.00

=====

No. 5
ORCA calculation (ωB97M-V with the def2-TZVPD basis set) on a molecular structure, C32H33GeInN3O5S in a non-equilibrium geometry.

Its charge is +2. For the gap between HOMO and LUMO (alpha / beta), the calculation gives 6.48 / 5.89 eV. As for the spin multiplicity: 2. The calculation puts the relative energy (zero: lowest compared OMol25 entry of this formula, charge and spin) at 1.4727 eV.

Last column: Löwdin spin population.
Geometry (Å):
1 C 1.19 -0.58 3.60  0.01
2 H 0.25 -0.53 4.14  0.00
3 C -4.23 0.51 3.80  0.01
4 H -3.03 2.25 4.15  0.00
5 H 2.01 -4.21 -2.15  0.00
6 N -0.57 2.15 0.21  0.05
7 C -2.00 0.81 2.95  0.01
8 C -2.07 -0.44 2.34  0.03
9 H -5.17 -1.36 3.34  0.00
10 Ge -0.54 -1.20 1.37  0.20
11 C -0.21 2.26 -3.90  0.00
12 O 1.71 0.95 -0.49  0.04
13 H -1.70 -6.53 -0.63  0.00
14 C -3.09 1.28 3.68  0.00
15 H -0.02 1.35 -4.51  0.00
16 H 0.77 4.16 -3.66  0.00
17 H 1.89 2.80 -3.79  0.00
18 C -1.45 -5.53 -0.31  0.01
19 C -0.15 -4.07 1.09  0.01
20 In -0.56 0.21 -1.47  0.19
21 C 1.81 -1.60 -3.05  0.00
22 C 2.39 -0.41 4.27  0.00
23 H -1.50 3.11 -5.42  0.00
24 S 0.14 -1.89 -3.13  0.16
25 H -3.27 -2.20 2.02  0.00
26 C 2.41 -1.00 1.56  0.01
27 H 2.05 -0.03 -4.39  0.00
28 H -2.78 4.41 1.31  0.00
29 H -4.78 2.20 -0.37  0.00
30 H 4.82 -2.04 -1.97  0.00
31 C -4.29 -0.75 3.22  0.00
32 C 3.59 -0.50 3.59  0.01
33 C 1.79 2.00 0.11  0.00
34 H -1.75 3.76 -3.79  0.00
35 H 0.06 -6.20 1.06  0.00
36 C 2.41 -3.43 -1.50  0.00
37 C -1.82 -3.17 -0.40  0.02
38 H 4.55 -0.91 1.71  0.00
39 C -1.82 3.95 1.13  0.00
40 H 4.55 -0.04 -3.81  0.00
41 H -2.34 2.14 -4.19  0.00
42 H 1.67 -3.21 -0.74  0.00
43 H -2.87 -4.59 -1.60  0.00
44 C 1.20 -0.87 2.23  0.03
45 C -2.91 2.00 -0.07  0.00
46 C -0.46 -5.35 0.65  0.00
47 O 2.98 2.50 0.38  0.00
48 C -0.64 4.53 1.59  0.00
49 H 2.99 3.36 0.82  0.00
50 C -0.84 -2.98 0.57  0.06
51 H -2.36 -2.31 -0.80  0.00
52 C -1.72 2.74 0.45  0.00
53 C 3.95 -1.69 -2.48  0.01
54 O -2.83 0.88 -0.55  0.05
55 C 0.58 3.92 1.29  0.00
56 H -1.10 1.40 2.88  0.00
57 H 2.42 -1.25 0.51  0.00
58 C -2.12 -4.44 -0.85  0.00
59 H 2.38 -0.20 5.33  0.00
60 H 1.05 3.41 -5.24  0.00
61 C -3.22 -1.22 2.48  0.01
62 H 4.52 -0.35 4.12  0.00
63 N 2.71 -2.25 -2.29  0.01
64 H 1.49 4.38 1.65  0.00
65 C 3.61 -0.81 2.24  0.00
66 O -4.02 2.68 0.01  0.00
67 C 0.96 3.22 -4.17  0.00
68 H -0.66 5.46 2.14  0.00
69 H 3.32 -3.80 -1.03  0.00
70 C 3.81 -0.69 -3.38  0.01
71 O -0.21 1.96 -2.54  0.01
72 C 0.57 2.73 0.57  0.00
73 C -1.54 2.86 -4.36  0.00
74 N 2.49 -0.64 -3.72  0.01
75 H 0.61 -3.93 1.85  0.00
76 H -5.08 0.89 4.36  0.00

=====

Computed E_tot (eV) in order:
-315180.64131, -232298.34665, -137113.34933, -85809.02419, -120939.65860
Computed molar mass (g/mol) in order:
954.57, 1384.62, 935.70, 708.53, 759.13